120
Properties=species:S:1:pos:R:3 method="wB97M-V/def2-TZVPD" orbital_gap_ev=7.2 charge=0 lumo_energy_ha=-0.0307 e_homo_ev=-8.0752 e_tot_ha=-9014.97517
Tl -1.18053 -1.42306 0.31604
O -1.29605 0.73785 -1.22137
S -1.84619 2.08210 -1.62213
C -2.83262 2.67321 -0.19252
C -4.19741 2.00067 -0.16136
C -4.98750 2.34310 1.11457
C -4.87012 1.31519 2.21502
S -3.26943 1.12736 3.10351
O -2.21848 1.02925 2.05104
C -3.20586 2.78960 3.78680
C -2.62226 3.86408 3.13988
C -2.69102 5.12166 3.72055
C -3.31961 5.28910 4.94668
C -3.85698 4.19556 5.61084
C -3.80044 2.93793 5.03223
C -0.52164 3.24768 -1.28884
C 0.58323 2.85215 -0.55815
C 1.57205 3.79223 -0.29961
C 1.42933 5.09781 -0.74840
C 0.32177 5.47086 -1.50043
C -0.65678 4.53408 -1.78606
H -2.92764 3.75570 -0.27307
H -2.24678 2.38230 0.67479
H -4.05508 0.91801 -0.23139
H -4.77207 2.31714 -1.03468
H -6.04755 2.40321 0.85768
H -4.69041 3.32712 1.48531
H -5.06632 0.31784 1.81535
H -5.57601 1.52051 3.02136
H -2.10595 3.71314 2.20324
H -2.25116 5.96784 3.21050
H -3.38226 6.27335 5.39030
H -4.32197 4.32709 6.57749
H -4.19429 2.06993 5.54737
H 0.66201 1.82583 -0.21713
H 2.45184 3.50027 0.25685
H 2.18873 5.83131 -0.51390
H 0.22628 6.48327 -1.86735
H -1.51784 4.78720 -2.39174
F 2.42956 -2.33205 -1.77963
B 2.05564 -2.34554 -0.44196
F 1.56560 -1.04126 -0.07875
F 0.95102 -3.20205 -0.27086
F 3.09301 -2.69632 0.38712
F 2.79287 -2.97595 -8.35228
C 2.31875 -2.42483 -7.21283
C 0.98095 -2.08410 -7.14418
C 0.50166 -1.52137 -5.97173
C 1.34565 -1.30098 -4.88955
C 2.68635 -1.65062 -4.99410
C 3.18419 -2.22067 -6.15738
Sb 0.62036 -0.44255 -3.02517
C -0.41229 1.14630 -4.11399
C 0.25241 2.36927 -4.11278
C -0.31440 3.50386 -4.67281
C -1.56377 3.39560 -5.24979
F -2.14163 4.50034 -5.77459
C -2.24452 2.19497 -5.29603
C -1.66166 1.07558 -4.71956
C -0.98745 -1.90843 -2.97711
C -0.61946 -3.24428 -3.11853
C -1.55579 -4.26245 -3.03455
C -2.87988 -3.93024 -2.82521
F -3.80568 -4.91207 -2.76680
C -3.28562 -2.61943 -2.67072
C -2.32776 -1.61381 -2.73677
H 0.33852 -2.26499 -7.99470
H -0.54400 -1.24885 -5.90181
H 3.34235 -1.48750 -4.14918
H 4.22119 -2.51068 -6.24974
H 1.23583 2.43956 -3.66029
H 0.19428 4.45745 -4.65623
H -3.21303 2.14971 -5.77428
H -2.19667 0.13535 -4.74972
H 0.41758 -3.49766 -3.29386
H -1.27461 -5.30081 -3.13648
H -4.33280 -2.39356 -2.52089
H -2.63999 -0.58800 -2.60927
C -2.72036 -3.22181 3.53968
O -1.55106 -2.41476 3.45490
C -1.24983 -1.71711 4.57702
O -1.94568 -1.78335 5.56400
C -0.15607 -0.76205 4.35164
C 0.18059 0.10667 5.32982
As 0.97103 -0.50161 7.01118
C 0.40020 -2.37213 7.18520
C 2.49503 -0.90380 5.75364
C 2.54559 -1.02373 4.42302
As 1.19033 -0.93968 2.92489
C 1.19093 -2.91177 2.85276
C 3.84189 -1.22272 3.69842
O 4.35311 -0.30794 3.10223
O 4.23453 -2.48884 3.65995
C 5.35501 -2.77742 2.81526
C 3.75526 -1.07666 6.52544
O 4.86317 -1.18690 6.06802
O 3.49981 -1.12215 7.84656
C 4.63247 -1.28882 8.69672
C 0.91654 1.35939 5.00838
O 1.57015 1.96518 5.82775
O 0.71740 1.79777 3.76351
C 1.47791 2.93870 3.36412
H -2.81996 -3.73438 2.58628
H -3.59248 -2.59094 3.72461
H -2.63190 -3.94408 4.35125
H -0.63953 -2.40523 7.50206
H 1.01356 -2.82583 7.96416
H 0.51466 -2.94708 6.26802
H 1.00773 -3.36447 3.82711
H 2.18060 -3.20660 2.51444
H 0.47840 -3.29473 2.12855
H 5.67828 -3.77812 3.08639
H 6.15037 -2.05277 2.98203
H 5.04195 -2.74574 1.77153
H 4.25725 -1.22412 9.71355
H 5.36507 -0.50588 8.50297
H 5.09317 -2.26082 8.51751
H 0.97307 3.36117 2.49951
H 2.48340 2.61484 3.08983
H 1.53770 3.65550 4.18223

=====

129
Properties=species:S:1:pos:R:3 method="wB97M-V/def2-TZVPD" orbital_gap_ev=6.3 charge=-1 lumo_energy_ha=-0.0248 e_homo_ev=-6.9787 e_tot_ha=-4388.32266
B -0.21425 -0.42095 0.14514
F 0.69126 0.12146 1.02821
F 0.35252 -0.75134 -1.04627
F -0.94115 -1.42855 0.73279
F -1.16815 0.66288 -0.08792
C 0.58034 5.35938 -0.75490
C 0.03246 4.18049 0.10977
C 0.63341 4.04916 1.43771
O 0.14535 3.17280 2.18328
C 1.78267 4.76710 1.85754
C 2.40201 5.85215 0.98658
C 1.69943 6.08542 -0.39172
O 2.18753 6.91329 -1.14742
O 3.27421 6.73038 1.45435
O -1.04532 3.50051 -0.21007
H -0.00548 5.64984 -1.60444
H 2.20053 4.64596 2.79404
H 3.58891 6.41856 2.34629
H -1.04539 2.95106 0.57251
C 3.66711 -2.36877 -5.68567
C 4.24512 -0.93712 -5.45078
C 3.88392 -0.05474 -4.39448
O 4.38048 1.00863 -4.27891
C 2.56953 -0.37223 -3.77859
C 1.82933 -1.77820 -3.92713
C 2.55999 -2.74137 -4.82334
O 2.10793 -3.88779 -4.81687
O 0.56715 -1.90698 -3.36627
O 5.31527 -0.68496 -6.22863
H 4.16518 -3.03738 -6.37227
H 2.00219 0.39022 -3.27733
H 0.44225 -1.32460 -2.76210
H 5.61908 0.04514 -5.87737
C 2.09359 -2.25438 5.42763
C 1.39975 -1.17224 4.56402
C 0.29456 -0.26171 5.11970
O -0.26103 0.56079 4.30143
C 0.08254 -0.35848 6.47487
C 0.64840 -1.49491 7.38486
C 1.84063 -2.26566 6.84276
O 2.47158 -3.07105 7.59958
O 0.08335 -1.95893 8.54608
O 1.80927 -1.09750 3.18684
H 2.68244 -2.86554 4.90019
H -0.61242 0.29815 7.01367
H -0.67387 -1.39309 8.46919
H 1.07243 -0.70972 2.74321
C -0.82202 3.58235 -4.08549
C -1.73141 2.71775 -3.28614
C -3.08950 3.00225 -3.01074
O -3.78488 2.31589 -2.28946
C -3.61807 4.12792 -3.60553
C -2.68536 5.01801 -4.58306
C -1.29810 4.87394 -4.62534
O -0.59204 5.57395 -5.29199
O -3.31697 6.10501 -5.20060
O -1.11689 1.59173 -2.70774
H 0.23830 3.39889 -4.32759
H -4.66155 4.42926 -3.56513
H -4.27069 6.22196 -5.16095
H -1.53221 1.17886 -1.87695
C 5.23789 3.10087 -0.76410
C 4.32531 3.40828 -1.87364
C 3.01706 2.86382 -1.88163
O 2.24474 3.21364 -2.84731
C 2.57855 2.09280 -0.75127
C 3.58729 1.82173 0.45516
C 5.02241 2.28578 0.44191
O 5.67454 2.14799 1.41975
O 3.17711 1.05192 1.58968
O 4.63851 4.28906 -2.93147
H 6.33692 3.60482 -0.97367
H 1.68085 1.65285 -0.85820
H 2.32448 1.13949 1.17069
H 3.92378 4.11276 -3.49063
C -4.91738 -3.33641 3.20593
C -3.44581 -2.92081 2.63024
C -2.52681 -2.53975 3.80994
O -1.41710 -2.05033 3.56139
C -2.91970 -2.76728 5.16931
C -4.25990 -3.25739 5.60158
C -5.22233 -3.52669 4.52079
O -6.39171 -3.78751 4.88200
O -4.45524 -3.85197 6.71090
O -3.08194 -2.80077 1.39053
H -5.58186 -3.53815 2.34962
H -2.27424 -2.86330 5.92985
H -3.69470 -3.88790 7.18375
H -2.32687 -2.08373 1.55723
C 3.41485 -1.63122 -0.43195
C 4.00891 -2.60357 -1.36830
O 4.89110 -2.36330 -2.10106
C 3.40621 -4.02728 -1.25017
H 4.05097 -1.31130 0.39115
H 2.42021 -2.17680 0.05458
H 3.10992 -0.54932 -1.02679
H 3.80140 -4.73054 -2.04266
H 2.41273 -3.83375 -1.27493
H 3.67373 -4.40307 -0.41189
C -3.22553 1.70968 2.62479
C -4.54498 1.53769 1.95257
O -5.56864 2.14241 2.46305
C -4.62076 0.66134 0.77805
H -2.87158 0.84887 3.00300
H -3.17040 2.56208 3.08592
H -2.28671 1.78434 1.99905
H -3.71765 0.05131 0.35418
H -5.18198 1.08523 -0.11401
H -5.16677 -0.33388 1.02688
C -0.47611 -4.81330 -1.22914
C 0.15226 -5.34885 0.01512
O 0.78003 -6.43108 -0.07713
C 0.19061 -4.52638 1.31200
H -0.80720 -5.60668 -1.79543
H 0.29336 -4.31469 -1.75476
H -1.16810 -4.05908 -0.89903
H -0.90456 -4.13668 1.65833
H 0.85842 -3.74552 1.26549
H 0.55785 -4.91638 2.23055
C -3.15826 -2.18890 -1.85803
C -3.87647 -2.13091 -3.16911
O -4.77113 -2.86267 -3.39199
C -3.57523 -1.03792 -4.17312
H -3.42515 -1.36476 -1.08809
H -1.94185 -2.13502 -1.91904
H -3.45288 -3.01738 -1.13565
H -4.07250 -0.98731 -5.21590
H -2.65438 -1.18112 -4.22345
H -3.79283 -0.09109 -3.79445